# 1
Below is a 2-piece molecular cluster, C6H10O overall, with properties calculated with the ωB97M-V functional and the def2-TZVPD basis.

Properties
- HOMO-LUMO gap (spin up / spin down) (eV) = 8.3 / 8.3
- calculated total energy (eV) = -8425.9278
- E_HOMO (spin up / spin down) (Ha) = -0.34567 / -0.34638
- net charge = 0

Structure (XYZ):
```
17
Properties=species:S:1:pos:R:3:mulliken_charge:R:1
O -0.71 1.76 1.45 -0.53
C -0.99 0.58 1.54 -0.11
C 0.02 -0.54 1.44 -0.60
C 1.26 -0.16 0.62 -0.42
C 1.12 -0.53 -0.84 -0.14
C -2.12 0.04 -0.88 -0.44
C 1.27 0.31 -1.86 -0.79
H -2.02 0.26 1.80 0.46
H 0.30 -0.78 2.48 0.37
H -0.48 -1.43 1.04 0.35
H 2.13 -0.68 1.02 0.27
H 1.43 0.91 0.72 0.31
H 0.94 -1.59 -1.04 0.30
H -2.67 -0.56 -1.64 0.21
H -2.19 1.08 -1.26 0.23
H 1.23 -0.03 -2.89 0.28
H 1.48 1.37 -1.70 0.26
```



# 2
Below is a 2-piece molecular cluster, C6H10O overall, with properties calculated with the ωB97M-V functional and the def2-TZVPD basis.

Properties
- HOMO-LUMO gap (eV) = 10.1
- calculated total energy (eV) = -8429.1978
- E_HOMO (Ha) = -0.33981
- net charge = 0
- structure (SMILES) = C=C=C(C)C.C=O

Structure (XYZ):
```
17
Properties=species:S:1:pos:R:3:mulliken_charge:R:1
C -0.43 2.22 -0.64 -0.86
C 0.18 1.20 -0.09 -0.12
C 0.71 0.13 0.43 0.95
C 1.68 -0.73 -0.34 -1.20
C 0.28 -0.39 1.78 -1.20
H -1.34 2.08 -1.21 0.21
H -0.06 3.24 -0.55 0.25
H 1.23 -1.73 -0.46 0.30
H 2.63 -0.86 0.20 0.37
H 1.89 -0.33 -1.33 0.33
H 1.12 -0.47 2.48 0.38
H -0.14 -1.39 1.65 0.30
H -0.49 0.25 2.23 0.33
C -1.80 -0.79 -1.06 -0.17
O -1.42 -1.88 -0.71 -0.42
H -1.54 -0.36 -2.04 0.27
H -2.46 -0.16 -0.43 0.28
```



# 3
Below is a single C6H10O molecule, with properties calculated with the ωB97M-V functional and the def2-TZVPD basis.

Properties
- HOMO-LUMO gap (eV) = 10.2
- calculated total energy (eV) = -8430.5342
- E_HOMO (Ha) = -0.33560
- net charge = 0
- structure (SMILES) = C1=CCOCCC1

Structure (XYZ):
```
17
Properties=species:S:1:pos:R:3:mulliken_charge:R:1
C -0.64 -1.20 -0.67 -0.29
C -1.51 -0.63 0.17 -0.38
C -1.47 0.80 0.65 -0.45
O -0.22 1.45 0.60 -0.40
C 0.90 0.65 0.93 -0.64
C 1.55 0.10 -0.34 -0.53
C 0.51 -0.47 -1.32 -0.58
H -0.78 -2.25 -0.92 0.37
H -2.32 -1.24 0.59 0.35
H -1.87 0.84 1.68 0.32
H -2.13 1.42 0.02 0.27
H 0.62 -0.18 1.60 0.37
H 1.60 1.28 1.48 0.37
H 2.29 -0.66 -0.07 0.33
H 2.08 0.92 -0.84 0.27
H 0.09 0.37 -1.91 0.27
H 1.01 -1.13 -2.04 0.36
```



# 4
Below is a single C6H10O molecule, with properties calculated with the ωB97M-V functional and the def2-TZVPD basis.

Properties
- HOMO-LUMO gap (eV) = 8.6
- calculated total energy (eV) = -8426.2090
- E_HOMO (Ha) = -0.32288
- net charge = 0

Structure (XYZ):
```
17
Properties=species:S:1:pos:R:3:mulliken_charge:R:1
C -1.63 0.31 1.07 -0.50
C -2.08 -0.04 -0.31 -0.73
C -0.91 -0.78 0.33 -0.27
C 0.54 -0.54 -0.10 0.11
C 0.29 0.27 -1.30 -0.63
C 2.48 0.58 0.40 -0.82
O 1.24 0.14 0.92 -0.33
H -1.08 1.23 1.20 0.21
H -2.27 0.02 1.91 0.27
H -2.99 -0.62 -0.43 0.28
H -1.91 0.69 -1.10 0.31
H -1.12 -1.80 0.62 0.43
H 1.03 -1.51 -0.28 0.49
H 0.09 -0.44 -2.13 0.24
H 2.32 1.20 -0.49 0.37
H 3.12 -0.27 0.13 0.31
H 2.97 1.17 1.18 0.26
```



# 5
Below is C6H10O as an isolated structure, with properties calculated with the ωB97M-V functional and the def2-TZVPD basis.

Properties
- HOMO-LUMO gap (spin up / spin down) (eV) = 8.4 / 8.4
- calculated total energy (eV) = -8426.3094
- E_HOMO (spin up / spin down) (Ha) = -0.32800 / -0.32801
- net charge = 0

Structure (XYZ):
```
17
Properties=species:S:1:pos:R:3:mulliken_charge:R:1
O -0.83 -2.11 0.18 -0.71
C -0.87 -1.10 -0.61 0.71
C -1.29 0.33 0.12 -0.86
C -0.31 0.86 1.14 -0.56
C 0.95 1.38 0.45 -0.53
C 1.36 0.34 -0.59 -0.26
C 0.46 -0.53 -0.95 -0.44
H 0.60 -2.66 -0.65 0.05
H -1.53 -1.13 -1.50 0.27
H -2.23 0.02 0.58 0.36
H -1.51 1.06 -0.67 0.37
H -0.05 0.04 1.82 0.28
H -0.78 1.66 1.73 0.30
H 0.76 2.34 -0.05 0.27
H 1.77 1.54 1.15 0.34
H 2.37 0.29 -0.97 0.40
H 1.13 -2.34 -1.16 0.01
```



# 6
Below is a single C6H10O molecule, with properties calculated with the ωB97M-V functional and the def2-TZVPD basis.

Properties
- HOMO-LUMO gap (eV) = 10.6
- calculated total energy (eV) = -8430.8882
- E_HOMO (Ha) = -0.35029
- net charge = 0
- structure (SMILES) = CC1(O)CC=CC1

Structure (XYZ):
```
17
Properties=species:S:1:pos:R:3:mulliken_charge:R:1
C 1.73 -0.79 -0.69 -1.63
C 0.57 -0.01 -0.08 0.64
O 1.16 1.13 0.52 -0.61
C -0.34 -0.82 0.91 -0.54
C -1.43 0.19 1.14 -0.25
C -1.56 0.95 0.05 -0.55
C -0.57 0.49 -1.01 -0.53
H 2.22 -0.22 -1.49 0.38
H 1.39 -1.75 -1.09 0.32
H 2.48 -0.97 0.09 0.40
H 0.39 1.68 0.78 0.48
H -0.73 -1.67 0.32 0.24
H 0.09 -1.24 1.83 0.34
H -1.95 0.33 2.08 0.38
H -2.22 1.81 -0.06 0.38
H -0.26 1.26 -1.72 0.31
H -0.98 -0.36 -1.57 0.27
```



# 7
Below is a single C6H10O molecule, with properties calculated with the ωB97M-V functional and the def2-TZVPD basis.

Properties
- HOMO-LUMO gap (eV) = 11.0
- calculated total energy (eV) = -8430.4218
- E_HOMO (Ha) = -0.36349
- net charge = 0
- structure (SMILES) = O=CCCC1CC1

Structure (XYZ):
```
17
Properties=species:S:1:pos:R:3:mulliken_charge:R:1
O 0.70 -1.26 1.72 -0.45
C 1.51 -1.21 0.83 -0.04
C 1.66 -0.06 -0.13 -0.62
C 0.60 1.03 0.02 -0.83
C -0.77 0.72 -0.58 0.03
C -1.38 -0.66 -0.61 -0.52
C -1.95 0.40 0.29 -0.64
H 2.24 -2.04 0.68 0.34
H 2.67 0.34 0.04 0.39
H 1.68 -0.46 -1.15 0.33
H 0.99 1.94 -0.46 0.42
H 0.51 1.27 1.08 0.30
H -0.99 1.32 -1.47 0.39
H -1.93 -0.95 -1.50 0.27
H -0.86 -1.48 -0.13 0.14
H -2.92 0.83 0.04 0.29
H -1.76 0.28 1.35 0.22
```



# 8
Below is a single C6H10O molecule, with properties calculated with the ωB97M-V functional and the def2-TZVPD basis.

Properties
- HOMO-LUMO gap (eV) = 10.8
- calculated total energy (eV) = -8429.2537
- E_HOMO (Ha) = -0.35858
- net charge = 0
- structure (SMILES) = C#CC(C)(C)OC

Structure (XYZ):
```
17
Properties=species:S:1:pos:R:3:mulliken_charge:R:1
C -1.98 0.36 1.47 0.01
C -1.10 0.35 0.64 -0.97
C 0.02 0.26 -0.33 1.61
C -0.48 0.58 -1.74 -1.58
C 1.14 1.21 0.10 -1.41
O 0.49 -1.08 -0.45 -0.38
C 0.53 -1.91 0.70 -0.69
H -2.76 0.36 2.20 0.44
H 0.35 0.45 -2.43 0.36
H -0.86 1.61 -1.80 0.39
H -1.27 -0.12 -2.01 0.38
H 0.78 2.25 0.08 0.36
H 1.98 1.12 -0.60 0.37
H 1.49 0.99 1.11 0.34
H 0.11 -2.88 0.41 0.23
H 1.56 -2.05 1.04 0.23
H -0.07 -1.50 1.52 0.31
```



# 9
Below is a single C6H10O molecule, with properties calculated with the ωB97M-V functional and the def2-TZVPD basis.

Properties
- HOMO-LUMO gap (eV) = 8.4
- calculated total energy (eV) = -8427.5413
- E_HOMO (Ha) = -0.30250
- net charge = 0

Structure (XYZ):
```
17
Properties=species:S:1:pos:R:3:mulliken_charge:R:1
C 1.84 0.96 -1.19 -0.89
C 1.03 -0.19 -0.77 -0.46
C -0.57 -1.32 1.31 -0.46
C -1.16 -1.12 -0.10 -0.74
C -0.41 0.15 -0.53 0.11
C -0.48 0.93 0.80 -0.54
O -0.15 -0.03 1.78 -0.41
H 2.87 0.90 -0.81 0.28
H 1.92 0.72 -2.26 0.33
H 1.44 1.98 -1.08 0.35
H 0.33 -1.95 1.24 0.32
H -1.28 -1.75 2.02 0.32
H -2.25 -0.96 -0.07 0.31
H -0.94 -1.96 -0.76 0.33
H -0.87 0.72 -1.36 0.50
H -1.51 1.31 0.94 0.28
H 0.22 1.77 0.86 0.36
```



# 10
Below is C6H10O as an isolated structure, with properties calculated with the ωB97M-V functional and the def2-TZVPD basis.

Properties
- HOMO-LUMO gap (spin up / spin down) (eV) = 8.0 / 6.8
- calculated total energy (eV) = -8418.8920
- spin multiplicity = 2
- E_HOMO (spin up / spin down) (Ha) = -0.50331 / -0.50235
- expectation value of S² = 0.755
- net charge = +1

Structure (XYZ):
```
17
Properties=species:S:1:pos:R:3:mulliken_charge:R:1
O -1.61 -1.04 3.44 -0.37
C -1.24 -0.92 2.33 -0.22
C -0.85 0.38 1.65 -0.37
C 0.01 0.07 0.34 -0.51
C -0.24 1.10 -0.73 -0.28
C 1.55 0.00 -2.18 -1.08
C 0.17 0.10 -1.60 0.28
H -1.21 -1.80 1.65 0.34
H -0.62 1.29 2.19 0.44
H -1.92 0.21 1.36 0.27
H 1.02 0.18 0.74 0.33
H -0.21 -1.00 0.27 0.32
H 1.62 -0.80 -2.91 0.35
H 0.16 2.09 -0.62 0.35
H 1.68 0.97 -2.66 0.34
H 2.24 -0.18 -1.35 0.35
H -0.55 -0.65 -1.93 0.47
```



# 11
Below is a single C6H10O2 molecule, with properties calculated with the ωB97M-V functional and the def2-TZVPD basis.

Properties
- HOMO-LUMO gap (eV) = 9.7
- calculated total energy (eV) = -10471.7733
- E_HOMO (Ha) = -0.32710
- net charge = 0
- structure (SMILES) = C1=C\OCCOCC/1

Structure (XYZ):
```
18
Properties=species:S:1:pos:R:3:mulliken_charge:R:1
C -0.17 -1.49 -0.42 -0.41
C 0.92 -1.12 -1.17 -0.26
O 1.97 -0.03 -1.34 -0.37
C 1.62 1.25 -0.65 -0.33
C 0.33 0.88 0.00 -0.73
O -0.49 1.58 0.85 -0.47
C -1.63 0.60 1.02 -0.38
C -1.09 -0.92 0.68 -0.51
H -0.60 -2.34 -0.75 0.36
H 1.46 -1.73 -1.86 0.38
H 1.52 2.32 -1.26 0.23
H 2.45 1.50 0.03 0.27
H -0.27 0.38 -0.81 0.58
H 0.86 0.06 0.48 0.44
H -1.69 0.62 2.29 0.28
H -2.59 0.98 0.36 0.25
H -1.96 -1.59 0.80 0.41
H -0.64 -0.96 1.77 0.27
```



# 12
Below is a single C6H10O2 molecule, with properties calculated with the ωB97M-V functional and the def2-TZVPD basis.

Properties
- HOMO-LUMO gap (eV) = 9.9
- calculated total energy (eV) = -10472.9107
- E_HOMO (Ha) = -0.32978
- net charge = 0
- structure (SMILES) = CC1(C)O[C@@H]2C[C@H]2O1

Structure (XYZ):
```
18
Properties=species:S:1:pos:R:3:mulliken_charge:R:1
C 1.55 1.32 -0.30 -1.22
C 0.91 -0.04 0.03 1.22
C 1.80 -1.19 0.17 -1.25
O 0.00 0.19 1.25 -0.48
C -1.17 0.43 0.52 0.15
C -2.45 0.00 -0.02 -0.67
C -1.18 -0.53 -0.50 0.12
O 0.00 -0.21 -1.17 -0.43
H 0.82 2.16 -0.40 0.28
H 2.21 1.60 0.64 0.28
H 2.14 1.23 -1.22 0.34
H 1.34 -2.18 0.08 0.31
H 1.99 -1.25 1.37 0.29
H 2.88 -1.02 -0.37 0.25
H -1.04 1.39 0.12 0.13
H -3.09 -0.96 0.34 0.20
H -3.06 0.79 -0.44 0.30
H -0.97 -1.46 -0.07 0.17
```